Entry from the OMol25 dataset: a single C5H5NO molecule at a distorted geometry (the ωB97M-V functional and the def2-TZVPD basis).

Properties
Energy above the lowest of the compared OMol25 structures with the same formula, charge and spin = 63.0 kcal per mole
LUMO = 0.20 eV
Highest occupied orbital energy = -10.02 eV
Molar mass = 95.1 g/mol

ORCA input file:
```
! wB97M-V def2-TZVPD RIJCOSX def2/J DEFGRID3
* xyz 0 1
O -2.00035 0.01007 -0.26089
C -1.10254 -0.86482 0.36507
C 0.35276 -0.50039 0.14857
C 0.68072 0.74441 -0.08813
C 0.90292 1.81403 -0.77965
C 1.38758 -1.42527 0.48824
N 2.21187 -2.15035 0.85329
H -1.85337 0.90199 0.08275
H -1.21998 -0.87874 1.45486
H -1.31294 -1.86415 -0.02137
H 0.85469 1.37216 -1.77208
H 1.09864 2.84106 -0.47065
*
```

***

Entry from the OMol25 dataset: 2 unconnected molecules or ions with the total composition ClH4IOP at a distorted geometry (the ωB97M-V functional and the def2-TZVPD basis).

Properties
LUMO = 2.92 eV
Highest occupied orbital energy = -3.42 eV
Molar mass = 213.4 g/mol

ORCA input file:
```
! wB97M-V def2-TZVPD RIJCOSX def2/J DEFGRID3
* xyz -1 1
Cl -1.34774 1.48511 -0.80944
P -0.00969 0.48176 0.60752
I 1.56473 -0.54160 2.42417
H 0.59992 1.69620 0.85015
H -1.08610 0.11871 1.38930
H 0.45043 -0.43373 -0.42512
O 0.27773 -1.71366 -2.08724
H -0.44928 -1.09280 -1.94935
*
```

***

Entry from the OMol25 dataset: 2 unconnected molecules or ions with the total composition C5H7NO3 at a distorted geometry (the ωB97M-V functional and the def2-TZVPD basis).

Properties
Energy above the lowest of the compared OMol25 structures with the same formula, charge and spin = 84.5 kcal per mole
LUMO = 0.07 eV
Highest occupied orbital energy = -9.00 eV
Molar mass = 129.1 g/mol

ORCA input file:
```
! wB97M-V def2-TZVPD RIJCOSX def2/J DEFGRID3
* xyz 0 1
C -1.59586 -0.31372 0.98045
C -1.07805 -1.20224 -0.21644
C -1.32151 -1.72278 -1.29236
H -2.68180 -0.28163 0.92563
H -1.28048 0.72445 1.09951
H -1.29516 -0.86798 1.87418
H -1.73162 -2.13256 -2.17324
C 1.28983 -0.15609 0.56911
C 1.24184 1.13368 -0.26537
N 0.81204 0.98970 -1.51953
O 1.87817 0.04381 1.72893
O 1.03507 -1.28389 0.11188
O 1.62354 2.16502 0.26949
H 2.04444 1.01439 1.79508
H 0.45869 0.08727 -1.81150
H 0.60085 1.80257 -2.07583
*
```

***

Calculated gap between HOMO and LUMO, 0.376; 0.233; 0.333 Eh (same order as the records).